(1)
# C31H41CrN4PSe2Si3

A structure of composition C31H41CrN4PSe2Si3 (the ωB97M-V functional and the def2-TZVPD basis, the OMol25 dataset).

Positions of all 83 atoms, in Å:
H 5.925 -0.416 -0.197
N 2.229 -5.903 -1.001
H 1.143 -2.186 -3.099
C 2.805 -2.356 1.305
C 2.232 -2.252 -3.119
C 0.149 0.220 1.264
H -4.554 2.063 2.509
Cr 0.501 -0.090 -0.652
C -4.457 1.073 2.080
H -4.040 -2.434 0.536
N 0.267 -4.408 -0.810
H 4.629 2.012 -0.809
C -4.045 0.933 0.764
H 1.910 1.187 4.884
C 2.577 1.371 -0.828
C -1.113 2.207 4.598
N 1.297 1.776 -0.847
C -6.023 0.097 -4.571
H 2.604 0.313 -4.789
C 3.252 3.667 -0.871
C 0.951 3.061 -0.884
C 5.393 -1.200 0.346
H 2.556 0.788 2.254
H 1.752 -2.188 1.538
H 4.150 1.383 1.757
H -6.417 -0.482 -5.398
C 1.241 0.358 5.130
H 4.028 4.424 -0.883
C -4.987 1.561 -2.464
H 2.874 -3.180 0.588
H 5.047 -0.969 -3.987
H 3.319 -2.670 2.219
H 1.096 0.341 6.214
C 4.895 -0.920 -2.905
H -4.565 2.161 -1.671
H -3.767 1.815 0.205
C -1.554 -0.793 4.813
H -1.138 -1.783 4.612
H 4.027 0.057 2.920
C 1.910 4.049 -0.905
H 1.741 -0.567 4.833
H -1.228 2.353 5.676
P -3.338 -0.561 -1.542
C 1.338 -5.167 -0.910
H -2.507 -0.720 4.284
H -4.829 -1.528 -3.811
C -4.166 -1.452 0.973
H 1.468 0.968 -3.606
H 5.883 -1.326 1.317
C 3.579 0.488 2.019
Se -1.654 0.851 -1.727
H -2.093 2.315 4.127
C -6.408 1.416 -4.399
H 5.501 -0.098 -2.516
H 3.129 1.569 -3.656
C -4.564 -1.312 2.298
H 2.541 -2.458 -4.150
C 3.595 2.334 -0.828
H 5.270 -1.848 -2.471
C -5.889 2.147 -3.337
H 5.512 -2.134 -0.209
H -4.740 -2.197 2.898
Se -3.115 -2.606 -2.015
Si 3.062 -0.678 -2.575
H 2.531 -3.110 -2.509
H -0.111 3.273 -0.889
H -0.466 2.997 4.210
H -7.098 1.880 -5.093
H -1.741 -0.707 5.887
Si 3.583 -0.794 0.654
C 0.253 -3.147 -0.719
C -5.129 -0.495 -3.686
C -4.603 0.229 -2.623
H 1.618 5.089 -0.941
Si -0.385 0.530 4.231
C -4.722 -0.052 2.851
H -6.181 3.180 -3.192
H -5.030 0.056 3.884
N 0.132 -1.988 -0.638
C 2.657 -0.114 -0.826
C -0.087 0.357 2.453
C -3.919 -0.332 0.188
C 2.511 0.672 -3.760

Summary:
**Total charge**: -1
**Multiplicity**: 4
**Highest occupied orbital energy (alpha / beta)**: -5.2 / -5.3 eV
**ΔE to the lowest compared entry with this formula, charge and spin**: 18.3 kJ/mol

=====

(2)
# C31H42BCrN6O3S2Te

A structure of composition C31H42BCrN6O3S2Te (the ωB97M-V functional and the def2-TZVPD basis, the OMol25 dataset).

Positions of all 87 atoms, in Å:
H 0.986 -5.413 0.120
C 3.110 -1.718 -0.954
C 1.924 2.034 2.644
H 3.429 3.559 2.938
C 0.909 -3.662 2.146
Te 2.040 2.434 -1.013
H -0.901 -0.804 -4.843
C 4.340 1.100 -2.660
H -3.206 2.123 -3.866
H -4.169 1.835 -1.316
N -2.071 -0.778 0.668
C 2.270 1.300 3.944
N -0.831 -1.248 0.370
H 1.193 -2.900 0.179
O 1.943 -0.433 0.692
S -1.317 -2.503 -2.766
H 3.350 1.326 4.101
H 5.245 -3.558 -2.842
H -3.213 -1.426 -1.840
H 1.788 1.770 4.806
C 4.362 -2.979 -2.597
C 2.941 -1.218 0.449
C 0.409 -3.415 0.717
C 4.239 -2.482 -1.295
H 0.133 -4.132 2.757
C -1.190 0.194 -5.166
C 0.449 1.937 2.382
O 3.731 -1.569 1.325
C -1.392 -3.950 -3.844
H -2.336 -3.839 1.704
H 1.222 -0.966 -1.675
C -0.800 -2.531 0.757
Cr 0.528 0.350 -0.329
H 1.823 4.016 3.528
C -1.748 2.074 2.616
H -0.790 2.222 -4.708
C -3.055 -2.405 -2.291
N -2.220 1.150 -0.937
N -1.470 1.487 1.449
H -3.298 -3.183 -1.567
H 1.961 0.254 3.896
S 5.131 1.450 -0.267
H 1.224 0.209 -3.624
H 3.481 -3.140 -4.534
C 5.680 0.623 -2.610
H 6.198 0.193 -3.458
C -0.580 1.259 -4.238
C -2.691 1.766 -2.989
H 3.728 1.084 -3.553
C 3.378 -2.740 -3.532
N -0.127 1.397 1.297
H -0.388 -4.117 -4.236
H -3.557 0.902 0.853
H 1.435 1.949 -3.810
H 1.276 0.925 -5.238
H 1.779 -4.321 2.127
H -3.686 -2.498 -3.175
H -2.280 0.240 -5.181
H -3.822 -1.548 1.544
C 0.931 1.079 -4.212
B -2.419 0.714 0.525
H -0.822 0.351 -6.182
C -3.193 1.623 -1.721
H -1.707 -4.827 -3.278
N -1.070 0.978 -1.655
C 2.243 -1.999 -3.203
C 2.138 -1.504 -1.923
C 6.237 0.759 -1.374
H 1.202 -2.724 2.623
C -0.562 2.376 3.247
H -0.440 2.849 4.207
H 2.452 1.537 1.836
H -0.025 -4.575 -1.068
O 5.197 -2.757 -0.410
C -2.046 -2.884 1.300
H 7.227 0.473 -1.049
C -1.360 1.324 -2.930
H -0.751 -5.234 0.408
H 2.168 4.023 1.791
H -2.770 2.234 2.924
C -2.813 -1.745 1.218
H 1.464 -1.819 -3.934
C 2.359 3.500 2.726
H 4.890 -2.369 0.450
H -2.080 -3.770 -4.670
C 0.135 -4.740 -0.003
C 3.903 1.590 -1.462

Summary:
**Multiplicity**: 4
**Highest occupied orbital energy (alpha / beta)**: -7.4 / -7.6 eV

=====

(3)
# C31H42FeNP2SSb2

A structure of composition C31H42FeNP2SSb2 (the ωB97M-V functional and the def2-TZVPD basis, the OMol25 dataset).

Positions of all 80 atoms, in Å:
C -0.812 2.673 -5.134
H 3.112 -2.008 -3.617
H -3.221 0.470 -2.102
C 2.350 2.799 3.752
C -2.589 2.797 -3.047
C 2.445 -1.425 -4.249
C 1.165 -3.458 1.630
H 0.239 0.349 -5.646
N 1.863 1.087 2.167
H 4.145 2.520 4.904
C 3.176 -1.657 -0.520
H -2.984 4.810 -3.661
H -0.329 -1.262 4.995
H 5.103 -2.707 -0.634
C -1.547 -2.489 1.576
C -3.901 -2.770 3.024
C 0.317 -0.758 4.277
H 2.071 3.740 4.205
Sb -1.314 0.695 -0.350
C -0.221 0.292 -4.661
H -3.893 1.181 0.011
S 4.831 -1.438 1.422
C -2.409 -3.548 1.304
H -3.356 0.572 1.582
H 0.636 2.717 2.460
C -3.044 -1.715 3.302
H -0.132 2.618 -5.976
P 0.066 -2.291 0.778
C -1.587 1.170 3.564
H -4.263 -4.497 1.803
Fe 0.745 -0.170 1.000
C -0.986 1.541 -4.342
H -3.308 -1.009 4.080
H 0.685 -4.434 1.708
H 2.083 -3.546 1.045
H 1.421 -3.107 2.627
P -0.671 -0.225 2.837
C 3.508 2.124 4.123
H 1.756 -2.109 -4.745
H -2.167 -4.274 0.538
C 2.441 1.773 -3.605
H -0.861 -0.593 -4.647
C -1.871 1.615 -3.260
H -3.328 2.833 -2.251
H 3.037 -0.913 -5.006
H -0.516 3.018 0.762
H -0.868 1.902 3.932
H -2.157 0.822 4.425
H -4.817 -2.881 3.589
C -3.589 -3.679 2.021
C -3.262 0.445 0.512
C 3.339 -0.597 1.510
C -0.086 -2.987 -0.886
C -0.943 2.782 -0.211
H 2.786 -1.947 -1.483
C 3.860 0.957 3.465
H 0.768 0.113 4.754
C 4.410 -2.067 -0.109
H 0.842 -2.803 -1.421
Sb 1.297 0.028 -3.152
C -1.503 3.852 -4.890
H -2.256 1.661 2.863
C 3.040 0.482 2.451
H -0.907 -2.513 -1.424
C 1.552 2.236 2.781
H -3.606 -0.555 0.244
H -0.250 3.067 -1.001
H 4.777 0.436 3.705
H -0.257 -4.062 -0.835
C -2.157 0.463 -2.341
H 2.991 1.638 -4.535
C 2.518 -0.802 0.408
H 1.763 2.621 -3.708
C -1.871 -1.561 2.567
H -1.876 3.326 -0.342
H -1.910 -0.525 -2.725
H 3.140 1.972 -2.795
C -2.410 3.912 -3.843
H 1.111 -1.439 3.979
H -1.351 4.710 -5.531

Summary:
**Total charge**: +2
**Multiplicity**: 2
**Highest occupied orbital energy (alpha / beta)**: -12.9 / -12.9 eV
**ΔE to the lowest compared entry with this formula, charge and spin**: 0.0 kJ/mol

=====

(4)
# C31H42GeN6O2Sr

A structure of composition C31H42GeN6O2Sr (the ωB97M-V functional and the def2-TZVPD basis, the OMol25 dataset).

Positions of all 83 atoms, in Å:
C 3.821 -1.408 -1.291
H 0.960 -0.524 1.400
C -0.196 -3.632 0.690
H -1.363 4.957 -1.954
H 4.709 -3.398 -1.511
C -3.665 -2.597 -1.607
H 3.167 -1.918 -0.583
Sr 1.163 0.759 -1.160
C -1.770 3.587 -0.531
H 0.894 -5.445 1.054
H -3.671 2.351 4.289
C -2.299 -0.052 1.537
H -2.130 5.374 1.533
C 1.149 2.689 1.745
C 0.909 -4.363 1.112
H -1.949 2.532 1.168
H -0.557 -0.164 2.801
C -3.572 0.521 1.438
H 2.931 1.932 2.379
H -1.362 5.594 -0.405
H 5.872 -2.086 -1.687
C -1.484 4.519 1.764
C -1.540 0.272 2.662
H 3.208 -3.909 -3.293
C 0.930 -1.607 1.261
Ge -1.683 -1.161 -0.006
C 4.848 -2.392 -1.908
H 4.323 0.706 -2.790
H 4.311 -0.584 -0.766
C -4.780 -3.394 -1.839
H -1.414 1.361 4.510
C -0.209 -2.239 0.749
N -1.739 3.454 0.821
N 4.686 -2.444 -3.360
C -3.988 -2.822 0.754
H 5.904 -0.788 -3.676
O 2.939 2.542 0.147
C 1.763 2.916 0.349
C -5.499 -3.905 -0.770
C 2.033 -2.329 1.701
C 2.028 -3.714 1.618
H 0.341 5.229 0.843
H 4.800 -1.163 -4.995
H -3.104 -2.200 -2.446
H -5.659 -4.017 1.369
C 4.887 -1.106 -3.909
H -0.022 5.925 2.416
H 1.639 -2.439 -2.332
H -1.063 -4.157 0.305
H 2.882 -4.285 1.960
N -1.901 2.544 -1.273
H 2.886 -1.806 2.118
H 0.537 3.747 3.500
N 2.977 -0.834 -2.359
H 1.624 -1.501 -3.812
H -1.170 0.921 -1.208
H -3.692 -2.596 1.773
H 3.210 0.301 -4.099
C -0.026 4.993 1.844
H -1.995 2.797 -2.252
N -1.724 4.885 -1.019
H -2.041 -0.091 -2.096
C -3.288 1.689 3.521
H -1.808 4.156 2.741
H 3.231 -2.940 -4.762
C 2.282 -1.936 -3.058
H 1.906 4.487 2.670
C -1.100 -0.147 -1.524
H -4.192 0.291 0.578
C 0.936 4.007 2.512
H -5.088 -3.614 -2.854
H -5.058 1.796 2.309
C -3.255 -2.296 -0.310
C -5.101 -3.619 0.530
H -6.369 -4.525 -0.947
H 0.163 2.256 1.568
H 1.680 1.620 3.414
O 0.959 3.259 -0.567
C 3.330 -2.896 -3.677
N 1.950 1.685 2.440
C 3.844 -0.122 -3.316
C -2.022 1.136 3.641
C -4.066 1.374 2.413

Summary:
**Highest occupied orbital energy**: -7.0 eV
**ΔE to the lowest compared entry with this formula, charge and spin**: 48.4 kJ/mol

=====

(5)
# C31H43INO25PS

A cluster of 7 separate species, C31H43INO25PS in total in a non-equilibrium geometry (the ωB97M-V functional and the def2-TZVPD basis, the OMol25 dataset).

Positions of all 103 atoms, in Å:
C -1.166 -2.779 5.331
H -0.216 -1.964 3.196
C 7.136 0.673 -0.345
C -1.398 5.441 1.811
O -1.575 -2.017 -7.331
H 1.947 -6.116 -8.337
O 3.438 2.218 0.900
O -8.404 0.809 5.908
H -0.539 -3.900 1.663
O -1.794 -1.586 5.200
H 0.407 -6.328 -7.485
H 0.678 5.370 0.000
H 3.970 0.358 -3.312
H 0.571 0.225 -3.633
C -0.748 4.212 1.710
C 1.356 -0.488 -3.396
H -1.101 2.128 1.471
O 1.088 2.729 1.567
O 0.013 -2.926 5.286
H -3.290 6.394 1.865
H 1.341 -3.793 -8.915
H 0.366 -1.347 0.244
I 3.007 6.248 0.970
H 1.981 -0.535 -5.462
C 0.904 -5.802 -8.300
H -6.179 1.807 0.977
C -8.090 1.272 4.863
C -1.802 -0.397 1.594
O 2.010 3.849 -0.273
O 0.828 -1.825 -3.361
C 0.091 -1.310 2.384
C 0.760 4.110 1.744
C 1.252 -3.805 -6.759
O -2.062 -3.775 5.506
C -0.645 -2.752 -7.362
H -4.412 -5.028 5.779
O -0.758 -0.143 2.408
O 6.739 -0.043 -2.638
C 1.814 -2.655 -3.762
C -2.785 5.440 1.802
H 0.979 -4.473 -5.942
H 9.799 -0.174 -1.633
C 7.481 -0.238 -3.758
O 1.386 5.932 3.882
O 8.803 -0.203 -3.461
O -0.559 -3.863 -8.133
O 1.769 -3.842 -3.681
C 3.551 0.386 -4.319
O 2.859 -1.958 -4.263
O 1.565 1.377 -0.367
C 0.811 -4.310 -8.110
O -8.485 2.484 4.403
H -3.789 -1.047 5.485
H -4.448 -4.179 4.242
C 1.435 4.841 0.560
O 0.181 3.828 4.427
C -2.937 3.187 1.609
H -5.272 1.739 2.497
O -7.280 0.664 3.960
C -0.199 -1.876 1.016
H 6.115 0.404 -0.074
O -1.595 -1.508 0.869
O 0.486 -2.592 -6.629
C 8.930 0.269 -2.112
O 7.038 -0.414 -4.844
H -0.854 6.371 1.881
O 2.608 3.686 3.735
N -3.560 4.362 1.724
C 2.417 -0.595 -4.462
H 4.362 0.145 -5.006
H 1.773 -0.256 -2.414
C -6.092 1.294 1.935
C -0.006 -3.363 0.877
H 2.317 -3.591 -6.706
H 0.416 -6.100 -9.227
P 1.353 4.392 3.519
H -8.206 0.987 2.154
H -3.512 2.290 1.518
H 1.052 -3.613 0.936
H 7.133 1.731 -0.606
C -3.343 -3.167 5.787
H -5.834 0.252 1.753
H -8.271 3.381 2.534
H 0.008 2.898 4.226
C -1.553 3.092 1.585
H 0.896 6.466 3.243
H -5.436 -3.595 5.594
H -3.427 -1.938 3.989
C -4.479 -4.041 5.323
C -7.369 1.400 2.723
O -2.781 0.286 1.534
C -7.700 2.781 3.237
C -3.200 -1.852 5.055
C 7.618 -0.165 -1.502
H 9.040 1.355 -2.136
H -6.812 3.334 3.550
H 1.133 -1.033 2.524
H 7.646 -1.221 -1.220
H 7.777 0.526 0.524
H -0.395 -3.710 -0.079
H 3.204 1.399 -4.527
S 2.122 2.416 0.422
H -3.401 -3.008 6.866

Summary:
**SMILES**: O=P(O)(O)[C@]1(c2ccncc2)OS(=O)(=O)O[C@@H]1I.C[C@@H]1COC(=O)O1.C[C@@H]1COC(=O)O1.C[C@@H]1COC(=O)O1.C[C@@H]1COC(=O)O1.C[C@@H]1COC(=O)O1.C[C@@H]1COC(=O)O1
**Highest occupied orbital energy**: -10.5 eV